A cluster of 7 separate species, C51H87N9O9 in total. Source: the Open Molecules 2025 dataset; level of theory: ωB97M-V/def2-TZVPD.

The calculation puts the LUMO energy at -0.893 eV. Its SMILES is [H]/N=C(/N)NCCCCc1cc(CCCCCCCCCOC)c(C)c2c1C(=O)C=C(Cc1ccccc1)C2=O.CNC(C)=O.CNC(C)=O.CNC(C)=O.CNC(C)=O.CNC(C)=O.CNC(C)=O. For the total energy, the calculation gives -86134.51998 eV. As for the net charge: 0.

Each atom is followed by the atoms it is bonded to, with distances in Å.
Positions of all 156 atoms, in Å:
1 H 4.5435 10.2299 -1.6096  C148 1.092
2 H 5.4008 -2.4021 7.1067  C75 1.092
3 H 0.2093 2.9659 -2.5674  C84 1.119
4 H 3.8098 -3.8157 1.2224  N101 1.030
5 C 0.0466 4.9621 0.4170  C61 1.474, H81 1.118, C122 1.479
6 H -5.1607 -8.0935 -0.4323  C66 1.132
7 H 2.0795 7.3611 -2.3790  C63 1.092
8 C 6.3060 -4.8549 5.2462  O45 1.224, N72 1.359, C119 1.506
9 H -0.2328 0.8996 -1.1866  C35 1.113
10 H -6.7700 8.6819 3.4423  C82 1.092
11 H 0.2751 -2.0384 4.4949  C73 1.124
12 H -3.6118 2.2542 -1.7798  C111 1.129
13 H -4.9443 7.9481 0.1249  C136 1.090
14 C -3.9667 -5.5920 2.5379  C39 1.584, C60 1.581, H77 1.124, H80 1.132
15 H -4.3584 -4.4818 0.6192  C60 1.120
16 C 3.4755 -4.8774 -1.1450  H98 1.121, C99 1.583, H109 1.124, N115 1.518
17 N -5.9445 9.8058 1.9079  H23 1.009, C82 1.448, C104 1.364
18 H -5.8875 -7.0427 1.4704  C59 1.132
19 N 4.9681 -1.7418 -0.6997  C70 1.291, H85 1.025
20 O 0.6156 -1.5203 -1.9976  C106 1.212
21 H 2.9562 8.5257 -1.3611  C63 1.087
22 H 1.0807 -5.6127 -1.7660  C117 1.132
23 H -6.2674 10.7292 2.1552  N17 1.009
24 H -2.2073 -3.9479 4.0490  C48 1.125
25 H -6.3200 -2.1777 -2.3223  C140 1.132
26 H -0.0246 -3.4705 0.1159  C92 1.123
27 C -5.1106 -6.5056 -1.9321  C66 1.580, H127 1.132, C130 1.576, H147 1.128
28 H -5.7889 -4.8055 -3.1244  C130 1.131
29 H -0.6047 3.2063 -7.3436  C110 1.092
30 C 12.1883 -5.9277 7.6455  H38 1.088, H46 1.092, H97 1.092, C124 1.507
31 H 8.9841 -6.3494 6.7893  N40 1.012
32 H -0.9453 -1.2181 3.3326  C73 1.126
33 H 9.9150 -8.6180 6.4967  C108 1.092
34 H 5.4683 -5.2853 3.3339  C119 1.088
35 C -0.9599 0.2624 -1.7386  H9 1.113, C106 1.571, C150 1.363
36 H 4.6459 -3.6319 -2.2071  N115 1.028
37 C 4.1928 9.4563 -3.5792  N68 1.360, O135 1.222, C148 1.507
38 H 12.6367 -5.1468 8.2567  C30 1.088
39 C -2.4246 -5.3314 2.2851  C14 1.584, C48 1.584, H56 1.121, H123 1.132
40 N 9.9713 -6.5710 6.8146  H31 1.012, C108 1.448, C124 1.358
41 H 1.3952 8.9745 -2.0816  C63 1.091
42 C -4.1562 -2.6737 -2.5706  C52 1.472, C89 1.498, C140 1.554
43 H -3.2521 3.6541 0.1320  C116 1.120
44 C -3.0520 -0.2864 -3.0190  C52 1.545, O145 1.215, C150 1.574
45 O 6.7556 -5.9853 5.3863  C8 1.224
46 H 12.3845 -6.8921 8.1179  C30 1.092
47 N -0.2603 4.3699 -5.6617  C110 1.450, H144 1.009, C155 1.362
48 C -1.8797 -4.0134 2.9746  H24 1.125, C39 1.584, C90 1.598, H131 1.125
49 H 1.6594 4.5451 -1.0251  C61 1.119
50 C 1.8043 5.6672 -5.9675  H62 1.088, H87 1.092, H134 1.092, C155 1.508
51 H 2.5366 -3.0573 -1.9162  C99 1.125
52 C -3.0113 -1.7499 -2.5262  C42 1.472, C44 1.545, C58 1.493
53 H 2.4439 8.8493 -4.3100  N68 1.009
54 H -3.3196 8.6395 0.1777  C136 1.088
55 H -5.6961 -4.4277 1.8260  C60 1.124
56 H -2.1311 -5.3378 1.2034  C39 1.121
57 H -3.9821 7.8824 1.6319  C136 1.092
58 C -1.7373 -2.2512 -1.9305  C52 1.493, C71 1.461, C106 1.545
59 C -5.7068 -6.2766 0.6565  H18 1.132, C60 1.593, C66 1.581, H154 1.121
60 C -4.9136 -5.0955 1.3736  C14 1.581, H15 1.120, H55 1.124, C59 1.593
61 C 0.5849 4.3268 -0.7995  C5 1.474, H49 1.119, C84 1.472
62 H 2.2409 6.6029 -5.6236  C50 1.088
63 C 2.3202 8.4163 -2.2355  H7 1.092, H21 1.087, H41 1.091, N68 1.450
64 H 10.1728 -7.6280 5.0440  C108 1.092
65 H 0.1330 2.3565 -5.9682  C110 1.092
66 C -4.8512 -7.0049 -0.4558  H6 1.132, C27 1.580, C59 1.581, H107 1.121
67 H -6.1309 -4.5768 -1.3834  C130 1.128
68 N 2.9561 8.9071 -3.4421  C37 1.360, H53 1.009, C63 1.450
69 C -2.7725 -4.4778 -1.4786  C71 1.481, C89 1.463, H149 1.114
70 C 4.7983 -2.9735 -0.3508  N19 1.291, N101 1.451, N115 1.445
71 C -1.5805 -3.6023 -1.3964  C58 1.461, C69 1.481, C92 1.558
72 N 6.4936 -3.9228 6.2176  C8 1.359, C75 1.449, H133 1.010
73 C 0.0819 -1.6646 3.4524  H11 1.124, H32 1.126, O113 1.433, H120 1.124
74 H 4.5262 -4.1359 4.2931  C119 1.092
75 C 6.0435 -2.5460 6.2357  H2 1.092, N72 1.449, H114 1.086, H128 1.092
76 H -2.5987 2.6763 -3.2310  C111 1.131
77 H -4.1285 -6.6618 2.8428  C14 1.124
78 H -7.7273 8.7479 1.9456  C82 1.092
79 H -6.2275 4.3245 -1.3194  N103 1.009
80 H -4.2394 -4.9783 3.4492  C14 1.132
81 H 0.6737 5.6111 1.0769  C5 1.118
82 C -6.7167 8.6635 2.3515  H10 1.092, N17 1.448, H78 1.092, H142 1.087
83 H -7.0988 5.1513 -4.0783  C118 1.086
84 C -0.2284 3.4501 -1.6584  H3 1.119, C61 1.472, C137 1.463
85 H 5.0661 -1.6856 -1.7188  N19 1.025
86 H 1.1163 3.4444 -6.9717  C110 1.086
87 H 2.4628 4.8489 -5.6697  C50 1.092
88 H 11.5047 -7.8845 6.1922  C108 1.087
89 C -4.0606 -4.0713 -2.0410  C42 1.498, C69 1.463, C130 1.557
90 C -0.2830 -3.9605 2.9595  C48 1.598, H112 1.131, O113 1.434, H129 1.128
91 H -6.0904 7.2108 -3.6135  C94 1.092
92 C -0.2942 -4.1672 -0.7228  H26 1.123, C71 1.558, H102 1.131, C117 1.581
93 H -7.0606 3.4770 -3.4852  C118 1.092
94 C -5.1601 6.6604 -3.4597  H91 1.092, C96 1.506, H100 1.088, H146 1.092
95 O -0.0361 6.3161 -4.5799  C155 1.222
96 C -5.2560 5.8135 -2.2175  C94 1.506, N103 1.363, O125 1.222
97 H 12.6438 -5.8955 6.6540  C30 1.092
98 H 3.5542 -5.4547 -0.1872  C16 1.121
99 C 2.2620 -3.8618 -1.1793  C16 1.583, H51 1.125, C117 1.597, H153 1.118
100 H -4.3496 7.3775 -3.3447  C94 1.088
101 N 4.6072 -3.1807 1.0727  H4 1.030, C70 1.451, H141 1.029
102 H -0.5951 -5.1375 -0.2251  C92 1.131
103 N -6.2210 4.8524 -2.1792  H79 1.009, C96 1.363, C118 1.450
104 C -4.7956 9.8116 1.1734  N17 1.364, C136 1.506, O143 1.221
105 H -5.9283 -2.9564 -3.8987  C140 1.129
106 C -0.5612 -1.2499 -1.8893  O20 1.212, C35 1.571, C58 1.545
107 H -3.7797 -6.9860 -0.1279  C66 1.121
108 C 10.4315 -7.7425 6.0984  H33 1.092, N40 1.448, H64 1.092, H88 1.087
109 H 3.4525 -5.5312 -2.0594  C16 1.124
110 C 0.1315 3.2862 -6.5412  H29 1.092, N47 1.450, H65 1.092, H86 1.086
111 C -2.5605 2.2323 -2.1918  H12 1.129, H76 1.131, C137 1.554, C150 1.559
112 H 0.1267 -4.7526 2.2647  C90 1.131
113 O 0.2262 -2.7080 2.4808  C73 1.433, C90 1.434
114 H 5.4938 -2.2836 5.3361  C75 1.086
115 N 4.7558 -4.0742 -1.2857  C16 1.518, H36 1.028, C70 1.445
116 C -2.1808 3.8149 -0.1521  H43 1.120, C122 1.466, C137 1.480
117 C 0.8958 -4.4977 -1.7091  H22 1.132, C92 1.581, C99 1.597, H152 1.118
118 C -7.1973 4.5218 -3.1986  H83 1.086, H93 1.092, N103 1.450, H126 1.092
119 C 5.5379 -4.4420 4.0180  C8 1.506, H34 1.088, H74 1.092, H132 1.091
120 H 0.8105 -0.8348 3.2423  C73 1.124
121 H 5.2321 8.6049 -1.9071  C148 1.092
122 C -1.3795 4.6944 0.7042  C5 1.479, C116 1.466, H139 1.121
123 H -1.8596 -6.1828 2.7721  C39 1.132
124 C 10.7032 -5.6903 7.5439  C30 1.507, N40 1.358, O138 1.224
125 O -4.5045 5.9662 -1.2663  C96 1.222
126 H -8.1966 4.6459 -2.7761  C118 1.092
127 H -6.0697 -7.0035 -2.2691  C27 1.132
128 H 6.9163 -1.8968 6.3277  C75 1.092
129 H 0.1571 -4.1653 3.9774  C90 1.128
130 C -5.3419 -4.9549 -2.0961  C27 1.576, H28 1.131, H67 1.128, C89 1.557
131 H -2.2150 -3.0967 2.4148  C48 1.125
132 H 6.0524 -3.6265 3.5082  C119 1.091
133 H 7.0166 -4.2670 7.0106  N72 1.010
134 H 1.7198 5.7046 -7.0551  C50 1.092
135 O 4.5833 9.8229 -4.6779  C37 1.222
136 C -4.2294 8.4807 0.7526  H13 1.090, H54 1.088, H57 1.092, C104 1.506
137 C -1.6268 3.1475 -1.3517  C84 1.463, C111 1.554, C116 1.480
138 O 10.1550 -4.7425 8.0921  C124 1.224
139 H -1.8599 5.1618 1.6027  C122 1.121
140 C -5.5329 -2.2255 -3.1343  H25 1.132, C42 1.554, H105 1.129, H156 1.117
141 H 4.2552 -2.2849 1.4354  N101 1.029
142 H -6.2775 7.7236 2.0290  C82 1.087
143 O -4.2636 10.8711 0.8796  C104 1.221
144 H -1.1611 4.3198 -5.2094  N47 1.009
145 O -3.7012 0.1409 -3.9532  C44 1.215
146 H -4.9466 6.0337 -4.3277  C94 1.092
147 H -4.3289 -6.8663 -2.6616  C27 1.128
148 C 5.0407 9.5887 -2.3399  H1 1.092, C37 1.507, H121 1.092, H151 1.088
149 H -2.6589 -5.5107 -1.0771  C69 1.114
150 C -2.1249 0.7372 -2.2636  C35 1.363, C44 1.574, C111 1.559
151 H 5.9947 10.0413 -2.6034  C148 1.088
152 H 0.6743 -4.1299 -2.7418  C117 1.118
153 H 2.0740 -3.4728 -0.1480  C99 1.118
154 H -6.7211 -5.9712 0.2885  C59 1.121
155 C 0.4424 5.4927 -5.3450  N47 1.362, C50 1.508, O95 1.222
156 H -5.5321 -1.2250 -3.6299  C140 1.117

Here are the Löwdin charges for atoms 1 to 99, given in e: atom 1 (H): 0.08, atom 2 (H): 0.08, atom 3 (H): 0.11, atom 4 (H): 0.06, atom 5 (C): -0.07, atom 6 (H): 0.11, atom 7 (H): 0.07, atom 8 (C): -0.55, atom 9 (H): 0.12, atom 10 (H): 0.08, atom 11 (H): 0.09, atom 12 (H): 0.12, atom 13 (H): 0.06, atom 14 (C): -0.19, atom 15 (H): 0.09, atom 16 (C): -0.19, atom 17 (N): 0.00, atom 18 (H): 0.10, atom 19 (N): 0.10, atom 20 (O): 0.10, atom 21 (H): 0.07, atom 22 (H): 0.11, atom 23 (H): 0.14, atom 24 (H): 0.11, atom 25 (H): 0.10, atom 26 (H): 0.10, atom 27 (C): -0.19, atom 28 (H): 0.11, atom 29 (H): 0.08, atom 30 (C): -0.02, atom 31 (H): 0.12, atom 32 (H): 0.09, atom 33 (H): 0.08, atom 34 (H): 0.08, atom 35 (C): 0.07, atom 36 (H): 0.10, atom 37 (C): -0.56, atom 38 (H): 0.08, atom 39 (C): -0.20, atom 40 (N): 0.01, atom 41 (H): 0.09, atom 42 (C): -0.11, atom 43 (H): 0.10, atom 44 (C): -0.27, atom 45 (O): 0.01, atom 46 (H): 0.08, atom 47 (N): 0.00, atom 48 (C): -0.16, atom 49 (H): 0.09, atom 50 (C): 0.00, atom 51 (H): 0.10, atom 52 (C): 0.00, atom 53 (H): 0.13, atom 54 (H): 0.09, atom 55 (H): 0.11, atom 56 (H): 0.07, atom 57 (H): 0.09, atom 58 (C): -0.01, atom 59 (C): -0.20, atom 60 (C): -0.19, atom 61 (C): -0.08, atom 62 (H): 0.07, atom 63 (C): -0.07, atom 64 (H): 0.09, atom 65 (H): 0.08, atom 66 (C): -0.21, atom 67 (H): 0.12, atom 68 (N): 0.01, atom 69 (C): 0.03, atom 70 (C): -0.53, atom 71 (C): -0.10, atom 72 (N): 0.01, atom 73 (C): -0.11, atom 74 (H): 0.08, atom 75 (C): -0.08, atom 76 (H): 0.13, atom 77 (H): 0.11, atom 78 (H): 0.08, atom 79 (H): 0.14, atom 80 (H): 0.11, atom 81 (H): 0.09, atom 82 (C): -0.08, atom 83 (H): 0.07, atom 84 (C): -0.06, atom 85 (H): 0.04, atom 86 (H): 0.07, atom 87 (H): 0.09, atom 88 (H): 0.07, atom 89 (C): -0.12, atom 90 (C): -0.23, atom 91 (H): 0.09, atom 92 (C): -0.15, atom 93 (H): 0.08, atom 94 (C): 0.00, atom 95 (O): 0.02, atom 96 (C): -0.54, atom 97 (H): 0.08, atom 98 (H): 0.11, atom 99 (C): -0.19